Here is a structure of composition C3H9N3O in a non-equilibrium geometry from the Open Molecules 2025 dataset. Energies are from ωB97M-V with the def2-TZVPD basis set.

Its gap between HOMO and LUMO is 9.63 eV. The calculation puts the LUMO energy at 0.882 eV. The highest occupied orbital energy is -8.7 eV.

Last column: natural (NBO) charge in e.
Positions of all 16 atoms, in Å:
C 0.86672 -0.52461 -1.48633  -0.429
C 1.41832 0.33479 0.73469  -0.422
N 0.38408 -0.14570 -0.16638  -0.250
N -0.69471 1.12454 -0.20774  -0.538
C -1.51805 0.02809 0.11258  0.765
N -1.52837 -0.55075 1.36598  -0.875
O -2.53136 -0.04969 -0.62550  -0.669
H -1.05322 1.64093 -1.01016  0.399
H -2.09678 -1.35564 1.58986  0.403
H -1.30871 -0.02044 2.20124  0.391
H 1.56656 -1.36433 -1.40083  0.212
H 1.10315 0.28233 1.78144  0.205
H 0.02398 -0.86674 -2.09137  0.224
H 1.40341 0.29657 -1.97275  0.177
H 2.35003 -0.22653 0.63672  0.203
H 1.61496 1.39717 0.53856  0.202

Here is a structure of composition C13H23BaINP in a non-equilibrium geometry from the Open Molecules 2025 dataset. Energies are from ωB97M-V with the def2-TZVPD basis set.

Its gap between HOMO and LUMO is 6.49 eV. The calculation puts the LUMO energy at -0.629 eV. The highest occupied orbital energy is -7.1 eV.

Last column: Mulliken charge in e.
Positions of all 40 atoms, in Å:
C 0.58800 3.28425 -1.78982  -0.650
C -0.73918 2.84878 -1.49661  -0.635
C -0.93120 1.86654 -0.49014  0.024
C 0.21837 1.37962 0.14310  0.153
C 1.50718 1.81494 -0.08660  0.486
C 1.69541 2.79931 -1.10141  -0.693
C -2.30739 1.30434 -0.17084  -1.066
C -2.42112 -0.21187 0.15956  0.223
N -2.64170 -1.02829 -1.02518  -0.182
Ba -0.24023 0.67450 2.65101  1.378
C 2.65971 1.09150 0.64691  -0.986
P 2.10431 -0.69674 0.98736  0.559
H -1.60073 3.20420 -2.04730  0.382
H 2.72135 3.09263 -1.34443  0.368
H 0.72589 4.00859 -2.59805  0.348
H 2.89144 1.51782 1.64611  0.330
H 3.60298 1.09646 0.07912  0.410
H -2.78511 1.83257 0.69566  0.333
H -2.99217 1.51512 -1.00599  0.267
H -1.49746 -0.63628 0.67060  -0.093
C 3.54464 -1.47547 1.84922  -1.251
C 2.22613 -1.36281 -0.71922  -1.336
H -3.26933 -0.37726 0.83032  0.236
C -1.46219 -1.13670 -1.87218  -0.874
C -3.17155 -2.35435 -0.66453  -0.958
H 0.27604 -1.58081 4.02061  -0.028
H -1.72624 -1.74667 -2.74810  0.410
H -1.12554 -0.14626 -2.18886  0.229
H -0.60269 -1.63426 -1.37114  0.133
H -3.39848 -2.90724 -1.57823  0.317
H -2.46779 -2.94962 -0.05132  0.297
H -4.08409 -2.21219 -0.07593  0.340
H 3.22341 -1.34590 -1.17880  0.425
H 1.87678 -2.40720 -0.70148  0.401
H 1.54222 -0.83578 -1.38618  0.246
H 4.50474 -1.41107 1.33418  0.353
H 3.64512 -1.03878 2.84119  0.317
H 3.30521 -2.52929 2.00794  0.389
H -0.18015 -1.90898 3.50409  0.077
I -3.21465 0.60267 3.62540  -0.679

Total energy: -359.1038 -1228.4006 (Ha)